Entry 1:
The following is a quantum chemistry calculation of an isolated ion of composition C2H2N3O and charge +1, from the OMol25 dataset.

Computed properties:
E   -8612.0212 eV
Charge   +1
Multiplicity   1
E_LUMO   -0.2274 Ha

Element x y z (Å)
N: 0.1464 -0.3873 0.7507
H: -1.2136 1.5080 1.0677
C: 0.7844 -0.9888 -0.2113
N: -0.0610 0.4618 -1.8370
C: -0.6360 0.7799 0.3741
N: -0.5570 0.8665 -0.9153
O: 1.3812 -1.4637 -1.0346
H: 0.1556 -0.7764 1.8056

Cartesian forces (eV/Å) of the 2 atoms listed first:
0.51 -1.44 1.88
1.36 -1.87 -1.33

Entry 2:
The following is a quantum chemistry calculation of a 10-piece molecular cluster, C36H89BN7O17 overall, from the OMol25 dataset.

Computed properties:
E   -84694.7421 eV
Charge   -1
Multiplicity   1
E_LUMO   0.0805 Ha

Element x y z (Å)
H: 2.8431 -2.5524 3.4046
C: 3.4198 -2.9057 -2.7170
C: 0.0259 -4.1237 -1.7726
C: 0.3719 4.3815 4.5037
H: 3.3321 -2.2869 5.0573
H: 3.2497 3.5230 4.9416
H: -2.7202 -1.7829 -2.7284
O: -2.9562 4.2567 -7.3651
C: 4.2585 2.1135 -2.8477
C: -4.4916 3.0999 -0.3212
C: -2.8203 -2.6001 -4.7170
H: 2.8559 2.2219 -1.1510
H: 0.0626 -5.2199 -1.7661
H: -1.2859 0.0749 -3.4235
O: 1.3264 -2.5753 4.8837
H: -7.2182 -0.2413 -1.2718
H: 5.3741 3.1079 6.7299
C: -2.3356 -3.5391 2.8219
C: -0.7336 3.8520 -5.6126
H: -2.2550 3.1374 -0.4909
H: -1.7806 1.7753 -4.4384
C: 0.9990 3.8490 3.2257
H: 1.3040 4.7322 2.6547
H: 2.6989 2.9664 2.6645
H: 1.9652 -4.8020 2.8422
H: -1.9668 -2.6465 0.2803
H: 1.7981 2.0598 3.6927
H: 4.7409 -3.9469 -0.7853
C: -3.7686 4.0226 -8.4728
H: -4.8425 4.0585 -8.2434
H: 1.4618 -1.2753 -3.0952
H: -5.3048 3.6482 1.4551
C: 3.4496 -0.0517 1.5593
H: 5.6599 -5.0954 -1.9008
H: -2.7607 2.2860 -6.8007
O: 4.3771 0.3903 2.1606
H: 4.4164 -4.1666 2.9472
C: -4.5988 -3.6348 3.9524
C: -0.0044 3.1000 2.3467
C: -4.7472 1.6156 -0.3522
H: -4.4586 -4.4127 4.7096
H: 3.5749 0.6455 -1.3916
H: -4.8645 -4.2464 3.0755
O: 2.1188 -1.6422 0.4827
C: -3.0736 3.4475 0.1652
H: 1.0024 -4.9658 4.1407
H: -0.2406 -1.8102 -2.5765
H: 1.0664 -1.0082 3.6205
H: -3.0276 -2.3945 4.5562
N: -2.3008 2.5955 -4.1397
H: -3.5462 3.0481 -8.9318
H: -3.6958 -2.5343 0.5153
H: -3.5490 4.8006 -9.2028
H: -2.8443 3.1575 1.1890
C: 2.6756 -2.6091 -4.0257
H: -3.4139 -3.4124 -4.2952
B: 1.3615 -0.3902 0.6368
H: 1.0140 -3.7711 -2.0727
C: -3.4013 -2.7606 3.5930
O: 4.3162 -3.9775 -2.8611
H: -0.1037 4.1737 -4.7821
H: 2.6938 -3.1778 -1.9337
C: -2.8699 -3.2417 0.4471
O: 5.4186 1.3145 -3.1844
H: -0.1030 -1.1272 4.8944
H: -5.5483 -0.7080 -0.9414
C: 2.6176 -2.8604 4.4384
H: 0.5415 2.8816 1.4240
H: -0.6727 4.6737 -6.3382
C: 3.3441 -1.4848 0.9697
C: 5.1858 -4.1239 -1.7626
O: -0.6422 5.2823 4.1651
C: -2.0987 -1.8170 -3.6378
N: 1.9437 -5.1282 3.8045
H: -2.0258 6.5506 5.0538
H: -3.2386 -0.9414 2.6414
H: 3.3981 1.4187 6.6218
C: -0.3841 0.4239 -0.6443
C: 3.7682 1.7200 -1.4754
H: -1.4535 -2.8948 2.7022
H: 4.5039 -2.0256 -5.0658
H: -0.5428 6.1828 5.9986
C: 4.8233 2.8194 5.8324
C: -2.1853 3.6183 -5.1908
N: -3.9706 -1.5838 2.9195
N: -1.8039 -0.4646 -4.1097
O: -1.0298 -3.7483 -2.6249
O: 3.7813 3.7820 5.7271
H: 4.5456 3.1690 -2.8577
H: 3.9122 -1.9818 -2.3702
C: 3.6389 -2.6767 -5.1945
H: 1.8682 -3.3409 -4.1171
H: -2.0972 -4.4248 3.4150
H: -3.0669 4.5408 0.1073
H: -0.0663 3.5166 5.0423
N: 2.0183 -1.2956 -3.9481
C: -6.3671 -0.0518 -0.6153
C: -1.2984 5.7846 5.3137
C: 4.3074 1.3985 6.0180
O: -2.7196 -4.0897 1.5746
H: -5.4827 -3.0564 4.2096
C: 4.3025 -4.5747 3.9517
H: 5.1013 0.7887 6.4516
N: 2.1609 2.9929 3.5236
H: -0.3814 2.1830 2.8084
O: -2.0664 -0.0590 1.0618
H: -6.6392 -0.3311 0.4113
H: -0.1125 -2.6134 -4.0665
H: -4.0536 1.1533 -1.0703
H: 4.0088 0.9202 5.0798
H: -0.1960 -3.8782 -0.7273
H: 2.7735 -0.6329 -3.8128
H: 6.1658 1.6887 -2.7102
H: -2.5226 4.5675 -4.7602
H: -4.5359 1.1071 0.6033
H: -3.0594 -3.9236 -0.3788
H: 5.4771 2.8986 4.9575
C: 2.9340 -4.3479 4.5557
H: -0.2777 3.0084 -6.1378
H: 3.1295 -2.5232 -6.1467
H: -2.7032 -0.0094 -4.2240
H: -5.3518 4.8369 0.2744
C: -0.9191 -0.0466 0.7175
C: -3.0462 3.2634 -6.3655
H: -1.8777 4.9904 5.8059
H: -4.5638 3.4284 -1.3629
H: -2.1431 -3.0864 -5.4236
H: -4.5259 -1.9090 2.1441
H: -4.1106 3.1065 -6.1300
O: 0.9237 0.2471 -0.6353
N: -5.4780 3.8563 0.4796
H: -1.7787 2.9154 -3.3296
H: 4.0177 -3.7006 -5.2436
H: 1.5127 -0.5165 5.3189
O: -6.0739 1.3144 -0.7318
O: 0.0957 -0.5749 1.3817
H: 4.6225 -5.6175 4.0024
H: 2.9499 -4.6202 5.6120
C: -0.8176 -2.4955 -3.2261
H: 5.0777 -4.1033 4.5721
O: 4.2607 -2.2494 0.9187
O: -1.0731 0.7901 -1.5471
C: 0.9646 -1.2273 4.6905
H: 6.0267 -3.4187 -1.8833
H: -3.4416 -1.9186 -5.3011
H: 1.1324 4.7625 5.1986
H: 3.5434 1.9302 -3.6445
H: -0.8720 3.6989 2.0737
H: 4.5312 1.8442 -0.6987
O: 2.2556 0.4936 1.3983

Cartesian forces (eV/Å) of the 2 atoms listed first:
-0.58 0.05 -0.08
-0.39 0.01 0.34

Sequential molecular weight output: 84.1; 903.0 g mol⁻¹
Sequential relative energy (zero: lowest compared OMol25 entry of this formula, charge and spin) output: 2.833; 0.000 eV
Sequential Kohn-Sham gap output: 7.92; 9.00 eV